Record 1
Formula: C24H29N4
Source: the OMol25 dataset
Level of theory: ωB97M-V/def2-TZVPD

Last column: Löwdin charge in e.
Atoms and positions in Å:
C: -2.416 0.777 -0.296  0.01
C: -1.643 0.283 0.756  -0.14
C: -2.175 -0.108 2.139  -0.09
N: -1.194 -0.747 3.001  0.03
C: -1.288 -1.944 3.636  -0.35
N: -2.402 -2.718 3.541  0.16
N: -0.192 -2.231 4.339  0.19
C: 0.607 -1.163 4.132  -0.05
N: 0.002 -0.284 3.367  -0.06
C: 0.650 0.992 3.034  0.04
H: -2.749 0.130 -1.121  0.08
H: -2.672 1.851 -0.366  0.09
H: -0.546 0.203 0.603  0.09
H: -2.963 -0.858 1.969  0.13
H: -2.681 0.741 2.655  0.14
H: -3.259 -2.384 3.957  0.12
H: -2.407 -3.605 3.061  0.12
H: 1.598 -1.120 4.580  0.16
H: 0.505 1.703 3.864  0.11
H: 0.270 1.464 2.119  0.09
H: 1.734 0.857 2.896  0.12
C: -7.736 3.000 3.516  -0.08
C: -7.248 2.259 2.448  -0.09
C: -5.886 2.242 2.180  -0.11
C: -5.011 2.958 2.987  -0.12
C: -5.498 3.696 4.058  -0.10
C: -6.861 3.720 4.320  -0.09
H: -8.798 3.016 3.723  0.11
H: -7.930 1.696 1.823  0.10
H: -5.505 1.669 1.341  0.09
H: -3.946 2.942 2.781  0.08
H: -4.815 4.253 4.688  0.10
H: -7.242 4.299 5.151  0.11
C: 0.051 0.796 -3.823  -0.09
C: 1.023 0.709 -4.810  -0.08
C: 2.282 0.210 -4.503  -0.08
C: 2.567 -0.212 -3.211  -0.09
C: 1.593 -0.128 -2.225  -0.10
C: 0.337 0.380 -2.529  -0.10
H: -0.930 1.189 -4.062  0.10
H: 0.800 1.032 -5.819  0.11
H: 3.042 0.149 -5.272  0.10
H: 3.547 -0.605 -2.973  0.08
H: 1.815 -0.459 -1.216  0.09
H: -0.422 0.450 -1.759  0.05
C: 5.742 -2.088 -4.362  -0.10
C: 6.714 -2.175 -5.350  -0.09
C: 7.973 -2.674 -5.043  -0.09
C: 8.257 -3.095 -3.751  -0.09
C: 7.284 -3.012 -2.764  -0.10
C: 6.028 -2.505 -3.069  -0.10
H: 4.761 -1.696 -4.602  0.08
H: 6.491 -1.853 -6.360  0.10
H: 8.733 -2.736 -5.812  0.10
H: 9.237 -3.489 -3.513  0.10
H: 7.505 -3.342 -1.757  0.10
H: 5.270 -2.435 -2.297  0.09

Forces on atoms 1 to 6 (eV/Å):
C -0.0975 0.5469 0.5058
C 0.5418 -0.1626 -0.0089
C -0.4738 2.4474 -0.2567
N -0.1652 -0.6853 0.5738
C -0.2752 -0.6980 0.0891
N -0.5332 0.2305 -0.1624

ΔE to the lowest compared entry with this formula, charge and spin (kcal/mol): 139.6
Electronic energy (eV): -31307.383
Maximum force (eV/Å): 3.02
E_HOMO (eV): -10.8
Net charge: +1


Record 2
Formula: C24H29N5O2S
Source: the OMol25 dataset
Level of theory: ωB97M-V/def2-TZVPD

Last column: Löwdin charge in e.
Atoms and positions in Å:
C: 0.483 3.306 2.741  -0.05
C: 0.799 2.887 1.337  -0.28
C: -0.223 2.577 0.448  -0.03
C: 0.073 2.189 -0.844  -0.01
C: 1.390 2.091 -1.281  -0.25
N: 1.680 1.664 -2.604  0.01
C: 2.132 0.282 -2.708  -0.11
C: 1.075 -0.662 -2.233  -0.28
N: -0.154 -0.655 -2.667  0.08
N: -0.863 -1.552 -1.963  0.00
C: -0.052 -2.097 -1.092  -0.60
S: -0.465 -3.313 0.078  1.01
C: -2.277 -3.343 -0.119  -0.34
C: -2.910 -2.129 0.563  -0.54
O: -3.300 -2.185 1.709  0.06
N: -2.966 -1.054 -0.254  0.13
C: -3.402 0.243 0.033  -0.21
C: -3.857 0.639 1.286  -0.01
C: -4.257 1.949 1.485  -0.09
C: -4.210 2.869 0.452  -0.11
C: -3.762 2.473 -0.798  -0.10
C: -3.361 1.168 -1.010  -0.05
N: 1.203 -1.578 -1.218  0.01
C: 2.353 -1.880 -0.414  -0.07
C: 2.565 -0.823 0.696  -0.30
C: 1.874 -1.176 2.017  -0.11
C: 2.982 -1.903 2.775  -0.14
C: 4.215 -1.131 2.309  -0.19
O: 3.953 -0.727 0.974  -0.11
C: 2.429 2.434 -0.410  -0.23
C: 3.863 2.386 -0.844  -0.04
C: 2.109 2.824 0.885  -0.02
H: 0.193 4.357 2.761  0.08
H: 1.346 3.181 3.391  0.07
H: -0.348 2.724 3.136  0.08
H: -1.253 2.630 0.768  0.10
H: -0.728 1.942 -1.526  0.09
H: 0.851 1.773 -3.182  0.12
H: 2.358 0.083 -3.760  0.13
H: 3.040 0.156 -2.117  0.11
H: -2.492 -3.395 -1.185  0.08
H: -2.596 -4.251 0.391  0.09
H: -2.515 -1.155 -1.167  0.09
H: -3.894 -0.075 2.091  0.10
H: -4.606 2.252 2.462  0.10
H: -4.521 3.890 0.618  0.10
H: -3.723 3.184 -1.610  0.11
H: -3.010 0.852 -1.982  0.11
H: 3.243 -1.890 -1.049  0.14
H: 2.218 -2.875 0.017  0.11
H: 2.219 0.145 0.316  0.12
H: 1.595 -0.260 2.538  0.12
H: 0.984 -1.783 1.872  0.08
H: 3.043 -2.945 2.457  0.11
H: 2.855 -1.869 3.853  0.11
H: 4.370 -0.237 2.928  0.12
H: 5.130 -1.727 2.311  0.12
H: 4.414 3.215 -0.403  0.08
H: 4.334 1.461 -0.509  0.07
H: 3.931 2.450 -1.927  0.08
H: 2.915 3.083 1.558  0.12

Forces on atoms 1 to 6 (eV/Å):
C -0.0182 0.0732 -0.0435
C 0.0237 -0.0480 0.0240
C 0.0688 0.0092 0.0276
C 0.0336 -0.0596 -0.0733
C 0.0294 0.1682 0.1967
N -0.0373 0.2635 -0.3517

ΔE to the lowest compared entry with this formula, charge and spin (kcal/mol): 3.8
SMILES string: Cc1ccc(NCc2nnc(SCC(=O)Nc3ccccc3)n2C[C@H]2CCCO2)c(C)c1
Electronic energy (eV): -47740.427
Maximum force (eV/Å): 1.19
E_HOMO (eV): -8.3


Record 3
Formula: C24H29O3Si
Source: the OMol25 dataset
Level of theory: ωB97M-V/def2-TZVPD

Last column: Löwdin charge in e.
Atoms and positions in Å:
C: 4.163 -5.990 -2.810  -0.05
O: 3.151 -6.030 -1.756  -0.10
C: 2.903 -4.891 -1.057  -0.27
C: 1.774 -4.894 -0.192  0.00
C: 1.458 -3.725 0.458  -0.07
C: 2.178 -2.533 0.245  -0.23
C: 1.394 -1.269 0.563  -0.13
C: 1.962 0.137 0.481  -0.23
C: 1.969 1.057 1.543  -0.05
C: 2.315 2.377 1.330  -0.01
C: 2.782 2.773 0.058  -0.28
O: 3.378 3.996 -0.010  -0.10
C: 4.142 4.304 -1.220  -0.05
C: 2.740 1.876 -1.032  -0.01
C: 2.367 0.562 -0.787  -0.05
C: 3.397 -2.597 -0.440  -0.04
C: 3.754 -3.756 -1.124  -0.01
H: 4.159 -7.003 -3.222  0.09
H: 3.888 -5.248 -3.575  0.10
H: 5.166 -5.718 -2.435  0.09
H: 1.216 -5.802 -0.007  0.11
H: 0.591 -3.680 1.114  0.10
H: 0.940 -1.438 1.555  0.11
H: 1.651 0.757 2.538  0.11
H: 2.290 3.129 2.117  0.12
H: 4.557 5.307 -1.051  0.09
H: 4.959 3.574 -1.386  0.10
H: 3.490 4.315 -2.115  0.09
H: 3.053 2.210 -2.019  0.10
H: 2.347 -0.145 -1.618  0.12
H: 4.065 -1.729 -0.477  0.12
H: 4.700 -3.811 -1.666  0.10
C: -5.505 5.478 0.461  -0.05
O: -4.118 5.054 0.539  -0.06
C: -3.889 3.718 0.609  -0.25
C: -2.561 3.229 0.647  0.03
C: -2.309 1.863 0.730  -0.05
C: -3.358 0.907 0.818  -0.25
Si: -3.946 -0.900 0.997  1.00
H: 0.681 -1.294 -0.259  0.11
C: -3.288 -1.628 2.589  -0.15
C: -3.420 -1.783 -0.564  -0.14
C: -4.673 1.443 0.726  -0.16
C: -4.954 2.796 0.636  -0.01
H: -5.518 6.567 0.400  0.10
H: -6.004 5.061 -0.426  0.10
H: -6.075 5.160 1.346  0.10
H: -1.757 3.967 0.613  0.13
H: -1.272 1.538 0.729  0.10
H: -2.632 -0.891 3.105  0.07
H: -4.132 -1.890 3.261  0.05
H: -2.705 -2.550 2.370  0.06
H: -2.753 -1.115 -1.142  0.07
H: -2.884 -2.717 -0.324  0.06
H: -4.302 -2.023 -1.180  0.05
H: -5.533 0.753 0.721  0.09
H: -5.989 3.143 0.592  0.11

Forces on atoms 1 to 6 (eV/Å):
C -0.5483 0.1957 0.6322
O 0.6818 0.0524 -0.5863
C 0.3854 0.5584 0.1578
C 1.1800 0.0303 -0.4328
C 0.1817 0.6155 -0.3135
C 0.5309 -0.2130 -0.0676

ΔE to the lowest compared entry with this formula, charge and spin (kcal/mol): 65.1
Electronic energy (eV): -39368.257
Maximum force (eV/Å): 6.14
E_HOMO (eV): -9.8
Net charge: +1


Record 4
Formula: C24H30As3NO18SV
Source: the OMol25 dataset
Level of theory: ωB97M-V/def2-TZVPD

Last column: Löwdin charge in e.
Atoms and positions in Å:
V: -0.004 1.424 -0.552  0.99
O: 0.504 6.579 -4.442  0.05
C: 0.331 5.665 -3.438  -0.29
C: -0.816 5.619 -2.675  0.05
C: -0.934 4.666 -1.674  -0.16
N: 0.013 3.753 -1.437  0.16
C: 1.130 3.843 -2.172  -0.16
C: 1.354 4.775 -3.162  0.06
C: 2.221 2.851 -1.821  -0.55
O: 3.361 2.993 -2.234  0.05
O: 1.805 1.923 -1.037  -0.12
C: -2.147 4.791 -0.752  -0.64
O: -3.014 5.608 -1.090  -0.02
O: -2.102 4.106 0.293  -0.11
H: -0.317 7.077 -4.524  0.10
H: -1.647 6.301 -2.806  0.12
H: 2.293 4.776 -3.696  0.12
C: -0.785 -6.836 -1.943  -0.05
O: -0.171 -5.679 -1.385  -0.06
C: -1.034 -4.798 -0.814  -0.54
O: -2.226 -4.942 -0.872  0.10
C: -0.316 -3.658 -0.173  -0.27
C: 0.612 -3.950 0.747  -0.29
As: 1.706 -2.640 1.781  1.34
C: 1.279 -3.373 3.551  -0.31
C: 0.470 -1.196 1.389  -0.33
C: 0.490 -0.840 -0.013  -0.41
As: -1.005 -1.900 -0.846  1.38
C: -0.471 -2.256 -2.712  -0.28
C: 1.821 -0.899 -0.662  -0.62
O: 2.096 -1.294 -1.774  0.07
O: 2.772 -0.377 0.156  -0.14
C: 4.048 -0.211 -0.442  -0.06
C: -0.686 -1.015 2.247  -0.56
O: -0.776 -1.356 3.418  0.03
O: -1.733 -0.451 1.605  -0.16
C: -3.015 -0.793 2.107  -0.07
C: 0.974 -5.364 1.065  -0.56
O: 0.317 -6.097 1.759  0.10
O: 2.196 -5.788 0.660  -0.05
C: 2.916 -5.027 -0.319  -0.07
H: 0.031 -7.486 -2.251  0.09
H: -1.399 -6.564 -2.802  0.09
H: -1.411 -7.333 -1.204  0.09
H: 1.777 -4.342 3.613  0.01
H: 0.214 -3.478 3.727  0.02
H: 1.709 -2.707 4.298  0.01
H: 0.211 -3.101 -2.790  0.02
H: 0.003 -1.364 -3.107  0.01
H: -1.400 -2.440 -3.252  0.02
H: 4.711 0.104 0.361  0.09
H: 4.000 0.560 -1.213  0.08
H: 4.399 -1.148 -0.878  0.08
H: -3.723 -0.369 1.400  0.10
H: -3.174 -0.389 3.108  0.07
H: -3.125 -1.878 2.147  0.10
H: 3.695 -5.694 -0.683  0.09
H: 3.364 -4.140 0.125  0.05
H: 2.267 -4.732 -1.141  0.09
C: -0.175 2.457 4.065  -0.22
As: -0.862 2.978 2.323  1.08
C: -0.327 4.831 2.322  -0.18
C: -2.715 2.526 2.489  -0.18
O: 0.113 1.984 1.368  -0.52
H: -0.642 3.045 4.858  0.03
H: 0.902 2.615 4.070  0.04
H: -0.373 1.396 4.224  0.03
H: -0.189 5.148 3.356  0.03
H: -1.049 5.447 1.801  0.03
H: 0.630 4.855 1.799  0.05
H: -3.282 3.448 2.566  0.04
H: -2.823 1.893 3.368  0.03
H: -3.006 2.021 1.571  0.03
O: -0.550 0.920 -2.490  -0.43
S: -2.046 1.173 -2.259  0.32
O: -2.840 0.036 -2.657  -0.35
O: -1.970 1.284 -0.717  -0.45
O: -2.453 2.435 -2.829  -0.30

Forces on atoms 1 to 6 (eV/Å):
V -0.4870 0.4705 0.4776
O -0.0233 0.0156 -0.0035
C 0.0426 0.0100 -0.0445
C -0.0003 -0.0189 0.0079
C 0.0641 0.0633 -0.0269
N 0.0330 -0.0131 -0.1612

Multiplicity: 4
ΔE to the lowest compared entry with this formula, charge and spin (kcal/mol): 33.1
⟨S²⟩: 3.77
Electronic energy (eV): -282762.833
Maximum force (eV/Å): 0.83
E_HOMO (alpha / beta) (eV): -2.3 / -3.1
Net charge: -2